28
Properties=species:S:1:pos:R:3:lowdin_charge:R:1 method="wB97M-V/def2-TZVPD" e_lumo_ha=-0.0995 charge=+1 orbital_gap_ev=10.426 e_homo_ha=-0.48262
C 0.731 -2.020 -0.362 -0.05
C 1.226 -0.612 -0.675 -0.21
N 1.023 0.330 0.423 -0.10
C 1.711 1.652 0.361 -0.21
C 1.503 2.512 -0.825 -0.09
C -0.638 0.412 0.928 -0.36
C -1.176 -0.856 1.736 -0.09
P -1.631 0.713 -0.627 0.92
C -2.485 -0.895 -1.097 -0.34
H -0.319 -2.120 -0.561 0.03
H 1.187 -2.670 -1.001 0.06
H 1.036 -2.356 0.652 0.11
H 0.974 -0.137 -1.665 0.14
H 2.363 -0.758 -0.809 0.16
H 1.440 -0.039 1.189 0.11
H 1.453 2.131 1.316 0.14
H 2.792 1.354 0.345 0.15
H 0.375 2.683 -0.916 0.07
H 1.925 3.414 -0.548 0.06
H 2.010 2.223 -1.791 0.11
H -0.754 1.186 1.654 0.09
H -1.540 -1.657 1.150 0.03
H -0.432 -1.256 2.322 0.04
H -2.100 -0.561 2.334 0.12
H -2.672 1.054 0.245 -0.03
H -2.837 -0.721 -2.186 0.07
H -3.334 -1.252 -0.399 0.08
H -1.830 -1.753 -1.194 -0.01



15
Properties=species:S:1:pos:R:3:lowdin_charge:R:1 method="wB97M-V/def2-TZVPD" e_lumo_ha=0.0241 orbital_gap_ev=10.391 e_homo_ha=-0.35771
C 0.499 1.443 -0.113 -0.03
C -0.469 0.235 -0.049 -0.57
C -2.711 -0.756 0.041 -0.08
H 3.918 -1.385 0.029 0.04
H 2.707 -0.421 -0.477 0.17
H -0.154 2.312 -0.380 0.06
H 1.471 1.157 -0.740 0.10
H 0.713 1.590 1.109 0.15
H -2.152 1.390 0.340 0.16
H -2.114 -1.700 0.084 0.09
H -3.263 -0.760 0.936 0.05
H -3.357 -0.756 -0.911 0.11
N -1.823 0.415 0.090 -0.02
O 3.768 -0.379 0.148 -0.23
O 0.116 -0.854 -0.136 -0.02



6
Properties=species:S:1:pos:R:3:lowdin_charge:R:1 method="wB97M-V/def2-TZVPD" e_lumo_ha="0.0608 / 0.0618" charge=-1 orbital_gap_ev="4.964 / 4.920" e_homo_ha="-0.12165 / -0.11905"
N -1.244 1.297 -0.697 -0.42
O 0.771 -2.369 0.497 -0.85
S 1.697 1.643 0.256 -0.08
S 0.113 0.360 -0.159 0.39
H -1.031 2.307 -0.569 -0.06
H -0.305 -3.239 0.672 0.03



51
Properties=species:S:1:pos:R:3:lowdin_charge:R:1 method="wB97M-V/def2-TZVPD" e_lumo_ha=-0.0430 orbital_gap_ev=7.665 e_homo_ha=-0.32468
Ta -0.153 0.603 0.050 1.68
O 1.462 -0.433 3.087 0.16
C 0.507 -0.840 2.501 -0.48
O -0.334 0.032 1.845 -0.20
C 0.056 -2.275 2.489 -0.08
C -1.410 -2.411 2.989 -0.25
C -1.612 -3.828 3.536 -0.09
C -1.645 -4.645 2.220 -0.08
C -1.491 -3.536 1.172 -0.25
O -2.163 -2.426 1.778 -0.07
C -0.025 -3.044 1.135 -0.07
C 0.265 -2.384 -0.209 -0.53
O 0.082 -2.991 -1.226 0.14
O 0.774 -1.141 -0.209 -0.34
H 0.744 -2.782 3.162 0.16
H -1.749 -1.601 3.629 0.17
H -2.560 -3.891 4.067 0.12
H -0.818 -4.130 4.217 0.12
H -2.599 -5.153 2.094 0.12
H -0.854 -5.390 2.152 0.12
H -1.904 -3.743 0.190 0.16
H 0.658 -3.895 1.157 0.16
F -5.435 0.708 -0.287 0.19
C -4.548 -0.247 -0.091 -0.69
F -4.862 -1.322 -0.788 0.19
F -4.447 -0.531 1.189 0.19
S -2.890 0.351 -0.658 0.69
O -1.923 -0.755 -0.589 -0.34
O -2.395 1.384 0.259 -0.31
N -3.176 0.850 -2.100 -0.25
S -1.874 1.340 -2.873 0.70
O -0.689 1.236 -1.982 -0.45
O -2.051 2.561 -3.563 -0.19
C -1.571 0.009 -4.122 -0.69
F -0.494 0.334 -4.814 0.18
F -1.390 -1.141 -3.502 0.18
F -2.623 -0.063 -4.921 0.17
Se 2.310 0.967 -0.588 0.81
C 2.660 2.780 -0.630 -0.72
N 2.960 3.890 -0.692 0.09
Br 0.471 7.042 2.267 0.74
C 0.322 5.263 1.640 -0.69
C 0.815 4.226 2.415 -0.12
C 0.711 2.927 1.948 -0.12
C 0.114 2.642 0.714 -0.38
C -0.375 3.716 -0.037 -0.13
C -0.276 5.022 0.417 -0.12
H 1.283 4.433 3.368 0.10
H 1.112 2.125 2.556 0.09
H -0.826 3.560 -1.009 0.09
H -0.647 5.842 -0.182 0.11



7
Properties=species:S:1:pos:R:3:lowdin_charge:R:1 method="wB97M-V/def2-TZVPD" e_lumo_ha=-0.0091 orbital_gap_ev=11.494 e_homo_ha=-0.43147
O 0.321 -1.230 -1.279 0.12
N 0.559 -0.143 -0.823 -0.30
O 1.289 0.755 -1.101 0.14
C -0.371 0.078 0.572 -0.49
F -0.642 1.419 0.516 0.14
F 0.260 -0.207 1.716 0.19
F -1.415 -0.673 0.399 0.21



9
Properties=species:S:1:pos:R:3:lowdin_charge:R:1 method="wB97M-V/def2-TZVPD" e_lumo_ha=-0.0165 orbital_gap_ev=8.472 e_homo_ha=-0.32784
H -3.027 0.088 -0.143 0.06
N -2.056 0.184 -0.035 0.17
C -1.314 0.365 0.924 -0.66
I -2.485 0.855 3.174 0.26
O -0.079 0.309 1.171 -0.13
C 0.976 -0.085 0.251 -0.01
H 1.920 -0.127 0.692 0.06
H 1.006 0.874 -0.405 0.12
H 0.742 -1.022 -0.444 0.14



19
Properties=species:S:1:pos:R:3:mulliken_spin:R:1 method="wB97M-V/def2-TZVPD" e_lumo_ha="-0.1332 / -0.3485" charge=+1 orbital_gap_ev="11.107 / 5.245" e_homo_ha="-0.54139 / -0.54131" spin_multiplicity=2
C -0.737 0.994 -0.207 0.07
C 0.366 0.097 0.348 -0.01
C 0.355 0.177 1.869 0.05
N 0.459 -1.310 -0.190 0.78
C -0.489 -2.252 0.155 -0.06
O -0.382 -3.293 -0.737 0.02
O -1.339 -2.188 0.976 0.18
H -0.355 1.588 -0.767 0.00
H -1.432 1.442 0.529 0.00
H -1.369 0.513 -1.052 0.00
H 1.517 0.419 0.130 0.00
H -0.766 0.173 2.318 0.00
H 0.853 1.101 2.304 0.01
H 0.701 -0.683 2.498 0.00
H 1.179 -1.591 -0.886 -0.03
H -1.119 -4.008 -0.506 0.00
H 0.251 3.357 -1.930 0.00
H 1.457 2.403 -2.278 0.00
O 0.849 3.060 -2.574 0.00



10
Properties=species:S:1:pos:R:3:mulliken_spin:R:1 method="wB97M-V/def2-TZVPD" e_lumo_ha="-0.0023 / -0.0785" orbital_gap_ev="6.393 / 7.050" e_homo_ha="-0.23719 / -0.33763" spin_multiplicity=3
C -0.247 0.347 -0.065 0.46
N -0.368 1.522 -0.347 0.37
N -0.860 -0.808 -0.023 0.05
N 1.835 -0.092 0.672 0.77
O -2.260 -1.035 0.150 0.13
Cl 2.555 1.291 -0.035 0.09
Cl 2.245 -1.522 -0.137 0.14
H 0.290 2.261 -0.144 0.01
H -0.498 -1.783 -0.109 0.00
H -2.692 -0.180 0.038 0.00